{"formula": "H25O12", "method": "wB97M-V/def2-TZVPD", "max_force_ev_per_a": 3.80, "total_energy_ev": -24968.4976, "total_charge": 1, "lumo_energy_ev": -3.33, "de_lowest_ev": 2.533, "species": ["O", "H", "H", "O", "H", "H", "O", "H", "O", "H", "H", "O", "H", "H", "O", "H", "H", "O", "H", "H", "O", "H", "H", "O", "H", "H", "O", "H", "H", "O", "H", "H", "O", "H", "H", "H", "H"], "xyz": [[-0.858, 3.020, -1.873], [-4.551, -1.196, 1.441], [-0.201, 1.598, 0.396], [3.189, -2.257, 0.297], [2.856, -1.641, 0.933], [4.119, -2.118, 0.258], [3.879, 1.667, 0.824], [-1.909, 1.265, -0.330], [2.106, -0.095, -0.757], [3.633, 2.525, 1.113], [2.402, 0.765, -0.957], [-1.870, -2.224, -1.453], [-2.784, -2.081, -1.255], [-1.475, -1.566, -2.019], [-0.221, -0.187, -2.478], [1.152, -1.417, 2.695], [0.576, -0.660, -2.776], [0.587, 2.267, 1.160], [1.117, 1.475, 1.503], [-1.622, 3.047, -2.460], [-3.520, 1.434, -0.423], [0.185, 2.571, 2.057], [-3.745, 1.055, -1.327], [-0.961, 1.069, -0.339], [4.807, 1.782, 0.471], [-0.589, 1.372, -1.244], [-3.674, -0.805, 1.496], [-3.310, -1.153, 2.338], [-0.177, -0.511, -1.539], [0.575, -2.042, 3.191], [2.698, -0.887, -0.611], [-0.220, 3.627, -2.250], [0.717, -2.160, 0.462], [-3.763, 0.592, 0.140], [0.741, -1.202, 0.524], [0.314, -2.767, 2.625], [0.499, -2.522, -0.389]]}